Here is a 2-piece molecular cluster, C4H3NO overall in a non-equilibrium geometry from OMol25. Energies are from ωB97M-V/def2-TZVPD.

Its total charge is 0. The value obtained for the energy above the lowest of the compared OMol25 structures with the same formula, charge and spin is 389.9 kJ/mol. The total energy comes out at -7728.703 eV.

Each atom is followed by the atoms it is bonded to, with distances in Å.
Element x y z (Å)
1 O 0.7768 -1.6600 0.6330  C2 1.307, H7 0.978
2 C 0.8244 -0.6160 -0.1526  O1 1.307, C3 1.428
3 C -0.2632 -0.5235 -1.0734  C2 1.428, C4 1.212
4 C -1.1278 -0.2836 -1.8882  C3 1.212, H9 1.069
5 C 0.5918 1.8220 1.5801  N6 1.154, H8 1.087
6 N -0.0256 2.4923 2.2880  C5 1.154
7 H 0.0011 -2.2363 0.4833  O1 0.978
8 H 1.1189 1.1493 0.9082  C5 1.087
9 H -1.8943 -0.0841 -2.6060  C4 1.069

Atomic partial charges in e from the natural (NBO) method, atoms 1 to 5: number 1, O, carries -0.59; number 2, C, carries 0.25; number 3, C, carries -0.24; number 4, C, carries -0.09; number 5, C, carries 0.05